Record 1
Formula: C20H29N3O3S
Source: OMol25
Level of theory: the ωB97M-V functional and the def2-TZVPD basis

Positions of all 56 atoms, in Å:
C: 0.3298 -5.3952 -2.4133
C: 0.4903 -4.7052 -1.0478
C: -0.7707 -3.9622 -0.5388
C: -0.6822 -3.5821 0.9656
C: 0.4655 -2.6292 1.3499
O: 1.5879 -3.1221 1.4532
N: 0.2073 -1.3484 1.7201
C: 1.1044 -0.6688 2.6720
C: -1.0064 -0.6118 1.2950
C: -0.6788 0.6360 0.4603
N: -0.7144 1.7586 1.4208
C: -0.1183 2.9689 1.2741
O: -0.1480 3.8108 2.1741
C: 0.5392 3.2461 0.0126
C: 1.2962 4.3473 -0.1848
C: 1.9795 4.7104 -1.4053
C: 2.7886 5.7706 -1.7490
C: 3.1409 5.5649 -3.0785
C: 4.0122 6.4107 -3.9697
N: 2.6005 4.4654 -3.5470
O: 1.8633 3.9134 -2.4985
C: -1.4345 1.4275 2.6599
C: -1.8417 -0.0268 2.4277
C: -3.2997 -0.4293 2.5732
C: -2.2928 -0.8872 3.5952
S: -1.2544 -2.5617 -1.6079
C: -2.5836 -3.2933 -2.6049
H: 1.2359 -5.9411 -2.6786
H: -0.4959 -6.1071 -2.4094
H: 0.1497 -4.6692 -3.2069
H: 0.7944 -5.4522 -0.3125
H: 1.3251 -4.0037 -1.1058
H: -1.5898 -4.6807 -0.6013
H: -1.6374 -3.2053 1.3245
H: -0.5227 -4.4880 1.5506
H: 1.9950 -1.2517 2.9157
H: 1.4476 0.2806 2.2610
H: 0.5877 -0.4627 3.6089
H: -1.6534 -1.2193 0.6647
H: 0.2727 0.4967 -0.0566
H: -1.4780 0.7790 -0.2685
H: 0.4021 2.5416 -0.7914
H: 1.4366 5.0609 0.6164
H: 3.0865 6.5906 -1.1154
H: 4.4083 7.2813 -3.4482
H: 4.8639 5.8446 -4.3470
H: 3.4596 6.7755 -4.8356
H: -0.7375 1.4805 3.4982
H: -2.2970 2.0711 2.8414
H: -4.0293 0.3344 2.8481
H: -3.7203 -1.1562 1.8765
H: -1.9845 -1.9338 3.6189
H: -2.3045 -0.4464 4.5934
H: -2.9593 -2.5612 -3.3198
H: -2.2244 -4.1588 -3.1609
H: -3.4114 -3.6068 -1.9688

Computed properties:
SMILES   CC[C@@H](CC(=O)N(C)[C@@H]1CN(C(=O)/C=C/c2cc(C)no2)CC12CC2)SC
Gap between HOMO and LUMO   8.57 eV
HOMO   -8.8 eV
Total charge   0


Record 2
Formula: C36H106N2O30
Source: OMol25
Level of theory: the ωB97M-V functional and the def2-TZVPD basis

Positions of all 174 atoms, in Å:
C: -8.9079 -7.6735 8.9188
C: -7.7331 -8.0218 8.0604
C: -6.5673 -7.0320 8.2058
O: -5.3450 -7.4140 7.5448
C: -5.4017 -7.6935 6.1435
N: -7.3887 -9.3228 8.5002
H: -8.6829 -7.3867 9.9460
H: -9.7402 -8.3772 8.9340
H: -9.5024 -6.8707 8.4827
H: -8.0420 -7.9646 7.0166
H: -6.1768 -7.0515 9.2232
H: -6.8935 -6.0229 7.9539
H: -4.8089 -8.6010 6.0291
H: -4.7865 -6.9681 5.6111
H: -6.3317 -7.8852 5.6084
H: -6.8516 -9.0450 9.3092
H: -6.5732 -9.6784 8.0221
C: 1.3995 2.8457 -0.6715
C: 1.0447 1.3591 -0.8592
C: -0.2652 0.9829 -0.2152
O: -0.6025 -0.3763 -0.4929
C: 0.1256 -1.3843 0.2865
N: 1.1553 1.0071 -2.2245
H: 0.6106 3.4227 -1.1541
H: 2.3359 3.1874 -1.1124
H: 1.5126 3.1280 0.3752
H: 1.7634 0.7286 -0.3358
H: -1.0459 1.4623 -0.8056
H: -0.3984 1.2351 0.8369
H: 1.2115 -1.4259 0.2015
H: -0.1827 -2.4095 0.0817
H: -0.0579 -1.2376 1.3509
H: 0.6521 1.6772 -2.7884
H: 0.5760 0.1999 -2.4061
C: 5.6806 -0.6684 4.6547
C: 7.0688 -1.3123 4.5389
O: 7.8455 -0.8367 5.6371
O: 5.0577 -1.1842 5.8536
H: 5.1857 -0.9406 3.7225
H: 5.7141 0.4200 4.7046
H: 7.5984 -1.1044 3.6092
H: 6.9583 -2.3891 4.6670
H: 7.2665 -0.9122 6.3991
H: 4.2680 -0.6666 6.0272
C: -3.3433 -12.9264 0.6852
C: -1.8420 -12.7438 0.5312
O: -1.4163 -11.3729 0.6813
O: -4.0327 -12.4255 -0.4760
H: -3.7358 -12.5729 1.6386
H: -3.5569 -13.9926 0.6086
H: -1.5170 -13.0475 -0.4640
H: -1.1430 -13.3704 1.0851
H: -1.9364 -10.8785 0.0435
H: -4.9899 -12.4463 -0.4055
C: -1.1799 -2.8553 -8.6433
C: -1.1414 -4.2695 -9.2620
O: 0.1301 -4.7188 -9.7729
O: -0.5024 -2.9296 -7.3925
H: -2.1842 -2.4325 -8.6158
H: -0.5262 -2.2037 -9.2231
H: -1.8447 -4.4220 -10.0806
H: -1.4958 -4.9966 -8.5313
H: 0.1468 -5.6632 -9.6016
H: 0.3400 -3.3896 -7.4103
C: 0.4801 3.3904 9.0426
C: -0.0781 3.1565 7.6345
O: 0.2091 1.7819 7.3389
O: -0.4084 2.8635 9.9813
H: 0.5085 4.4729 9.1673
H: 1.4770 2.9517 9.0863
H: 0.4347 3.7757 6.8985
H: -1.1488 3.3604 7.6437
H: -0.4428 1.2333 7.7813
H: -0.2293 1.9232 9.9078
C: 0.2927 12.8297 -3.9939
C: 1.0710 11.4967 -3.9596
O: 0.7846 10.7833 -5.0765
O: -1.1057 12.5903 -4.0297
H: 0.5600 13.4486 -4.8504
H: 0.5133 13.4330 -3.1132
H: 0.5285 10.9704 -3.1743
H: 2.1356 11.5326 -3.7280
H: -0.1734 10.8440 -5.0870
H: -1.6246 13.1887 -4.5721
C: -8.5275 -0.0705 -3.8061
C: -7.0097 -0.1351 -3.6547
O: -6.7262 -1.0555 -2.6720
O: -8.8171 -1.1135 -4.7593
H: -8.8041 0.9265 -4.1492
H: -9.0599 -0.0803 -2.8550
H: -6.6429 0.8389 -3.3307
H: -6.5391 -0.2134 -4.6347
H: -5.7765 -1.0311 -2.5340
H: -8.4963 -1.9495 -4.4133
C: -5.3244 -6.4681 -4.4176
C: -4.3973 -6.3529 -3.1874
O: -3.8557 -7.6114 -2.9683
O: -6.5217 -7.0759 -4.0414
H: -4.8547 -6.8531 -5.3227
H: -5.5111 -5.4212 -4.6570
H: -4.9850 -5.9545 -2.3603
H: -3.5444 -5.6772 -3.2523
H: -4.5915 -8.2226 -2.8878
H: -7.1525 -6.9792 -4.7586
C: 4.1177 4.8271 -7.8180
C: 3.9853 3.6778 -8.8797
O: 4.9373 2.6303 -8.7256
O: 5.4298 4.9021 -7.3441
H: 3.5118 4.5187 -6.9659
H: 3.6841 5.7444 -8.2162
H: 4.2217 4.1579 -9.8293
H: 2.9691 3.3198 -9.0448
H: 4.6441 1.8682 -9.2305
H: 5.5741 5.8093 -7.0651
C: -5.8428 -0.1199 5.6914
C: -7.3486 -0.3557 5.6436
O: -8.1255 0.6231 6.2890
O: -5.3648 -0.3154 6.9946
H: -5.5965 0.9073 5.4226
H: -5.3688 -0.7458 4.9353
H: -7.6384 -1.3530 5.9744
H: -7.6887 -0.2838 4.6105
H: -7.7794 0.8064 7.1655
H: -5.8028 0.2181 7.6617
C: -3.4391 6.3566 -4.7312
C: -4.4663 7.1068 -5.5635
O: -3.8584 8.0188 -6.5051
O: -2.6944 5.4516 -5.6034
H: -3.8368 5.8444 -3.8551
H: -2.8125 7.1431 -4.3107
H: -5.2193 7.5724 -4.9277
H: -5.1332 6.4122 -6.0743
H: -4.5399 8.4350 -7.0380
H: -2.8767 5.6033 -6.5337
C: 9.8146 9.8159 -2.3439
C: 8.4472 9.6238 -2.8841
O: 8.3517 9.8810 -4.2904
O: 10.3283 11.1702 -2.4516
H: 10.5577 9.2186 -2.8723
H: 9.8345 9.5201 -1.2950
H: 7.8476 10.3614 -2.3507
H: 8.0359 8.6501 -2.6178
H: 8.5749 10.8081 -4.4014
H: 11.2133 11.0575 -2.8059
C: 4.8905 -7.2419 3.4212
C: 5.2381 -7.3598 1.9935
O: 5.8788 -6.1982 1.4018
O: 6.1247 -7.2144 4.1682
H: 4.1206 -7.9167 3.7953
H: 4.3357 -6.3166 3.5765
H: 4.2596 -7.5314 1.5451
H: 5.8296 -8.2516 1.7863
H: 6.7848 -6.2114 1.7190
H: 5.8856 -6.9135 5.0480
C: 7.4078 -0.9931 -2.8564
C: 8.7460 -1.6175 -3.2077
O: 9.6894 -0.6003 -3.7620
O: 6.8980 -0.0852 -3.9539
H: 7.4436 -0.4455 -1.9146
H: 6.5820 -1.6999 -2.7753
H: 8.6582 -2.4868 -3.8594
H: 9.1443 -2.0287 -2.2802
H: 10.5318 -0.8353 -3.3662
H: 5.9661 0.0765 -3.7896
C: 4.2668 8.7486 6.0012
C: 3.5048 8.8717 4.6890
O: 4.3675 8.6741 3.6444
O: 4.5402 7.3842 6.3759
H: 3.6814 9.1873 6.8092
H: 5.1478 9.3902 6.0196
H: 2.9931 9.8278 4.5783
H: 2.6303 8.2242 4.6257
H: 4.8071 7.8311 3.7772
H: 5.3780 7.1764 5.9558

Computed properties:
Gap between HOMO and LUMO   9.34 eV
HOMO   -9.3 eV
Total charge   0